Here is a 2-piece molecular cluster, C4H13NP overall at a distorted geometry from the Open Molecules 2025 dataset. Energies are from ωB97M-V/def2-TZVPD.

**E_LUMO**: -3.136 eV
**Charge**: +1
**Gap between HOMO and LUMO**: 0.4070 Eh
**HOMO level**: -14.210 eV

Last column: Mulliken charge in e.
Positions of all 19 atoms, in Å:
C -1.138 -1.192 -1.574  -1.11
C -0.942 -1.162 0.874  -1.39
C -0.880 1.876 0.118  -0.89
C -0.780 -0.542 -0.507  0.81
N -0.154 0.804 -0.487  0.19
P 2.697 -0.196 0.314  -0.16
H 3.734 0.632 0.491  0.11
H -1.237 -0.842 -2.568  0.32
H -1.609 -2.121 -1.465  0.32
H -0.453 -0.682 1.759  0.32
H -0.720 -2.210 0.913  0.42
H -1.896 -1.116 1.303  0.41
H -0.842 2.810 -0.546  0.34
H -1.926 1.697 0.159  0.35
H -0.604 2.168 1.049  0.37
H 0.108 1.110 -1.520  0.47
H 0.793 0.621 -0.040  -0.10
H 3.340 -1.431 0.140  0.15
H 2.509 -0.222 1.588  0.07